(1)
Computed, not measured: a structure of composition C42H37AgN6O4SSb, with ωB97M-V/def2-TZVPD.

Geometry (Å):
Ag 0.82156 -0.06704 0.39566
O 7.86881 1.04398 -0.48203
N 7.57992 0.79968 0.67198
O 8.14156 1.27633 1.63757
C 6.44118 -0.14834 0.90537
C 6.15582 -0.36583 2.18865
C 5.05991 -1.14370 2.70823
C 4.59493 -1.11713 3.97416
C 3.26890 -1.51922 4.31532
C 2.21129 -1.41225 3.46321
N 2.25682 -0.89171 2.18902
C 3.34860 -0.97867 1.52286
C 4.42048 -0.69146 -0.52137
N 3.79164 -1.14612 -1.56960
C 4.53669 -1.64357 -2.55992
C 5.91332 -1.72922 -2.48378
C 6.54236 -1.25610 -1.34657
C 5.79404 -0.69634 -0.31646
H 6.75802 0.15776 2.91887
H 5.24079 -0.70898 4.74398
H 3.04630 -1.73654 5.35205
H 1.21018 -1.58619 3.83765
H 3.99960 -1.98823 -3.43759
H 6.48669 -2.16084 -3.29348
H 7.61701 -1.32512 -1.25486
C 0.06511 3.16128 -3.95888
N 0.07019 1.70474 -3.98879
C -0.31422 0.92193 -5.06417
C -0.16643 -0.35345 -4.70082
N 0.31135 -0.35882 -3.38141
C 0.46353 0.93989 -2.94116
S 1.03065 1.63312 -1.51550
C 0.56285 -1.59407 -2.71323
C 1.04627 -2.66125 -3.45943
C 1.20309 -3.88396 -2.83502
C 0.87401 -4.00540 -1.49430
C 0.40776 -2.88000 -0.84287
N 0.25332 -1.69178 -1.43533
H -0.22649 3.51957 -4.94307
H 1.05645 3.53114 -3.70798
H -0.63963 3.51490 -3.20798
H -0.68028 1.34312 -5.98576
H -0.40958 -1.25668 -5.23112
H 1.31175 -2.53783 -4.50104
H 1.57811 -4.73231 -3.39421
H 0.97727 -4.94367 -0.96604
H 0.12890 -2.92062 0.20571
C -5.41895 0.83615 0.80979
C -5.03582 -0.62614 0.80341
C -6.05864 -1.56652 0.65776
C -5.80319 -2.92757 0.58572
C -4.49873 -3.39094 0.66309
C -3.46809 -2.47611 0.81412
C -3.71731 -1.10276 0.89063
Sb -1.96911 0.12007 1.00900
C -2.25445 1.08298 2.89752
C -3.31723 0.69451 3.71501
C -3.47075 1.22938 4.98776
C -2.55051 2.15532 5.45497
C -1.47863 2.52850 4.65660
C -1.30337 1.99690 3.38054
C -0.09380 2.40895 2.57360
C -2.56510 1.66990 -0.34365
C -2.62478 2.98916 0.10100
C -2.96421 4.02259 -0.76355
C -3.24981 3.73427 -2.09038
C -3.19636 2.42033 -2.53742
C -2.85755 1.37169 -1.68171
C -2.86628 -0.04283 -2.21146
H -6.39253 0.96908 1.28369
H -5.49421 1.21621 -0.21292
H -4.70128 1.45972 1.33425
H -7.08245 -1.21222 0.59852
H -6.62394 -3.62600 0.47230
H -4.28621 -4.45184 0.60874
H -2.44702 -2.83968 0.87497
H -4.03415 -0.03652 3.36056
H -4.30780 0.92654 5.60562
H -2.66263 2.58539 6.44353
H -0.75587 3.24511 5.03320
H 0.42814 3.23844 3.05064
H -0.35229 2.71972 1.55789
H 0.61897 1.58444 2.49460
H -2.43554 3.21860 1.14555
H -3.01383 5.04209 -0.39919
H -3.52501 4.52864 -2.77497
H -3.43481 2.19593 -3.57357
H -2.80078 -0.04937 -3.30105
H -3.78847 -0.55939 -1.92957
H -2.03665 -0.63216 -1.81162
O 3.57548 -0.16387 0.48551
O 4.30521 -1.90172 1.78446

Cartesian forces, eV/Å:
-0.55 0.17 -0.08
-0.13 -0.07 0.11
0.15 0.13 -0.04
-0.18 -0.18 -0.15
-0.05 -0.03 -0.25
-0.03 -0.09 0.15
0.09 -0.12 0.00
0.11 0.05 0.14
-0.22 0.01 -0.04
0.01 0.00 0.17
0.26 0.15 -0.41
-0.16 -0.16 -0.10
-0.06 0.04 0.26
-0.06 -0.03 -0.06
-0.09 0.02 -0.01
0.01 -0.04 -0.05
0.14 -0.05 0.03
0.28 0.20 0.10
0.03 0.01 0.03
-0.07 0.06 -0.03
0.01 -0.06 -0.05
0.02 -0.02 -0.03
0.02 0.00 0.07
-0.04 0.03 0.03
-0.01 0.04 0.00
-0.01 -0.04 -0.03
0.02 0.16 -0.06
0.00 0.33 0.05
0.03 -0.17 0.29
0.02 -0.14 -0.01
-0.29 -0.20 -0.31
0.16 -0.16 0.20
0.05 0.16 -0.09
0.14 -0.04 -0.14
0.01 -0.05 -0.04
0.01 -0.01 0.04
0.03 -0.02 0.03
-0.02 -0.13 0.06
0.00 -0.01 0.01
0.03 -0.02 -0.03
-0.02 -0.04 0.01
0.05 0.02 0.09
0.04 0.02 0.08
-0.01 0.03 0.05
-0.01 0.03 0.03
-0.02 0.04 -0.02
0.01 0.00 -0.02
0.01 -0.15 0.03
0.00 -0.04 -0.06
0.02 0.01 0.02
-0.01 0.02 0.01
0.01 0.00 0.00
-0.04 0.07 0.04
0.06 -0.04 -0.01
-0.07 0.22 0.07
0.00 -0.04 0.04
0.09 0.08 -0.03
0.00 0.02 -0.03
-0.01 -0.02 0.00
0.01 -0.01 0.01
-0.03 0.05 -0.05
-0.11 0.02 0.04
0.05 0.11 0.00
-0.07 -0.02 -0.04
0.01 -0.05 0.00
0.00 -0.02 0.01
-0.01 -0.02 0.02
0.04 0.02 -0.01
-0.03 0.08 0.09
0.02 -0.03 -0.02
0.03 0.00 0.03
0.05 0.01 0.07
0.03 -0.02 0.00
0.03 0.04 0.00
-0.01 0.04 0.01
-0.01 0.01 0.00
-0.02 0.01 -0.03
0.05 0.01 -0.03
0.01 -0.02 -0.06
-0.04 -0.03 -0.03
-0.03 0.00 -0.01
0.02 -0.02 0.02
0.07 -0.08 0.01
-0.03 -0.01 -0.07
0.01 -0.05 -0.02
0.01 -0.04 0.03
0.00 0.01 0.05
0.02 0.00 0.03
0.03 0.02 -0.01
0.00 0.02 -0.01
0.15 -0.31 -0.09
0.01 0.35 -0.01

- Net charge: +1
- Strongest force on any atom: 0.59 eV/A
- E_tot: -82648.36955 eV

Mulliken atomic charge list, values in e, 5 entries: 1.4741, -0.5918, 1.1309, -0.6540, -0.5965

***

(2)
Computed, not measured: a cluster of 2 separate species, C4H11NO2 in total, with ωB97M-V/def2-TZVPD.

Geometry (Å):
C 2.04252 1.05240 1.03886
C 0.82281 0.33338 1.58719
C -0.33296 0.23622 0.57133
N -1.18908 1.40366 0.47121
C -2.00788 1.78554 1.48689
O -2.36403 1.04054 2.36963
H 2.60182 1.54817 1.82987
H 1.76361 1.86918 0.35967
H 2.75750 0.44309 0.48515
H 0.50585 0.77382 2.52870
H 1.03537 -0.71445 1.78418
H -0.91943 -0.62324 0.86355
H 0.12002 0.09075 -0.41111
H -1.05613 2.02053 -0.31722
H -2.29902 2.84823 1.46729
O -0.16430 -4.55974 -5.56280
H -1.00383 -4.11081 -5.36713
H -0.31285 -5.43726 -5.18526

Cartesian forces, eV/Å:
0.30 0.84 -0.10
-0.21 -0.30 -0.58
0.29 0.10 0.27
0.28 0.46 -0.15
0.11 -0.14 -0.18
0.10 -0.03 0.35
0.12 -0.11 0.14
-0.15 -0.11 0.07
-0.22 -0.29 0.04
-0.25 0.05 -0.01
0.39 -0.07 0.31
-0.37 -0.19 -0.25
-0.24 -0.26 -0.02
0.03 0.08 0.38
-0.19 -0.04 -0.28
-0.66 -0.07 0.31
0.44 -0.03 -0.18
0.22 0.10 -0.13

- SMILES: CCCNC=O.O
- Strongest force on any atom: 0.89 eV/A
- E_tot: -9911.45966 eV
- Energy relative to the best compared isomer or geometry (same formula, charge and spin): 18.04 kcal/mol

Mulliken atomic charge list, values in e, 5 entries: -1.1546, -0.2263, -0.8420, -0.1137, -0.0206

***

(3)
Computed, not measured: a structure of composition C39H36N10O4Tl, with ωB97M-V/def2-TZVPD.

Geometry (Å):
Tl 13.10396 11.20337 11.60631
C 8.94863 9.97612 18.69105
O 8.48680 11.20851 19.34673
C 9.37869 12.22902 19.42674
C 8.94554 13.50615 19.10080
C 9.90564 14.33613 18.51803
C 11.27540 14.08012 18.82038
C 11.64537 13.01128 19.64811
C 10.66613 12.06642 19.92558
N 12.25764 14.72894 18.09839
N 13.38149 14.05869 18.10098
C 14.05172 13.88855 16.93649
C 15.05505 12.87388 16.92258
C 15.41643 12.37455 15.70029
C 14.83132 12.72826 14.40368
O 15.09941 11.98901 13.40654
C 13.99553 13.89502 14.44235
N 13.55444 14.40323 13.26779
C 12.91626 15.58689 13.29912
C 12.75131 16.30215 14.44522
C 13.11381 15.72255 15.64233
C 13.77040 14.51013 15.70633
H 8.09144 9.45878 18.29049
H 9.54639 9.36782 19.34411
H 9.50598 10.26458 17.77847
H 7.87656 13.71258 18.95353
H 9.58052 15.30595 18.04212
H 12.70258 12.98581 19.91446
H 10.97225 11.10060 20.38795
H 15.25157 12.33072 17.83318
H 16.14255 11.54373 15.65810
H 12.56693 15.89593 12.28634
H 12.37598 17.30240 14.44171
H 13.05440 16.31796 16.54541
C 19.12212 10.49634 8.58902
C 18.93497 11.11724 7.37979
C 17.97464 12.09308 7.14527
C 17.28218 12.53507 8.29015
C 17.57314 11.99013 9.57317
C 18.40675 10.92160 9.70883
N 16.14170 13.29047 8.24137
N 15.46028 13.28331 7.16478
C 14.37140 14.14459 7.18302
C 13.62248 14.24523 5.97442
C 12.40051 14.93230 6.06570
C 11.94198 15.50344 7.25678
C 12.83240 15.37665 8.32740
N 14.05493 14.79813 8.30370
H 19.85893 9.68080 8.61410
H 19.56358 10.82025 6.56110
H 17.65756 12.37979 6.17967
H 16.92502 12.37389 10.43045
H 18.54756 10.39020 10.71424
H 13.98904 13.68694 5.15071
H 11.79237 14.99925 5.18624
H 10.97454 16.03901 7.33092
H 12.50893 15.66901 9.34847
N 10.73144 10.36579 12.74578
N 10.54793 8.95543 12.37716
C 10.89886 8.62142 10.94086
O 10.26538 7.68657 10.45380
O 11.80601 9.32076 10.41235
H 10.66365 10.34179 13.80468
H 9.94813 10.93745 12.35606
H 9.53363 8.67784 12.49275
C 5.81522 11.11795 9.58508
C 6.88623 10.29456 9.30814
C 8.08037 10.47554 10.02365
N 8.11831 11.26327 11.07482
C 7.05680 11.96570 11.43001
C 5.85462 11.95446 10.70274
H 4.92779 11.04049 8.94385
H 6.85549 9.53192 8.57660
H 8.96718 9.98382 9.67594
H 7.11752 12.54070 12.35049
H 4.97230 12.53622 10.94418
C 17.33430 5.08416 10.40907
C 16.21009 5.96412 10.81903
C 15.12514 6.36079 10.03919
C 14.10354 7.13330 10.58463
N 14.12482 7.61005 11.82137
C 15.17493 7.30385 12.57357
C 16.26197 6.52127 12.13900
H 17.69510 4.51256 11.31876
H 18.17049 5.59470 9.87346
H 16.90278 4.35632 9.72313
H 15.13792 6.12997 8.95178
H 13.21679 7.42090 10.02619
H 15.06304 7.63179 13.63201
H 17.15464 6.49462 12.79600

Cartesian forces, eV/Å:
-0.83 -1.00 -0.71
0.41 1.12 -0.92
0.76 0.74 -0.26
-1.31 -1.79 0.74
-0.25 1.58 -2.47
-1.40 1.52 1.80
1.63 1.19 -1.69
-0.90 -1.36 0.40
2.76 -1.03 0.11
-1.28 -0.85 0.37
0.50 -0.50 -1.36
-0.27 0.15 2.74
-0.01 -1.05 -1.46
0.99 -1.02 1.78
1.71 -3.06 -2.37
-0.76 2.63 3.10
-1.06 1.77 -0.98
0.22 -0.18 1.42
0.21 -1.33 -2.17
-0.01 0.26 0.81
0.59 1.36 0.49
-1.68 0.45 -2.75
-0.49 -0.08 0.54
0.12 -0.25 0.32
0.09 -0.08 0.62
0.55 -0.24 0.04
0.61 -1.34 0.33
-0.52 -0.49 0.28
-0.45 0.91 -0.23
0.55 0.23 0.16
-0.55 0.42 0.00
0.25 0.11 1.07
-0.34 0.36 -0.11
-0.36 -0.12 -0.10
0.48 -0.36 0.41
0.20 0.35 -1.13
-0.21 -0.55 2.38
0.71 -1.96 -0.41
-2.08 1.38 0.48
1.07 -1.32 1.51
-2.13 1.48 -1.14
2.82 -0.64 1.28
-1.49 1.22 -0.52
-0.46 0.42 2.79
0.47 -0.13 -0.47
0.92 -0.28 -0.10
0.15 -0.01 1.05
-1.78 -0.25 -0.36
-0.44 0.40 0.30
0.06 -0.29 -0.35
0.03 0.54 -0.83
1.07 -0.55 -1.22
-0.27 0.95 -1.61
-0.04 -0.17 -0.84
-0.27 0.03 -0.38
0.81 -0.59 0.01
0.31 0.27 -0.78
-0.54 -0.72 1.14
-1.21 0.16 -0.96
-0.40 0.07 0.82
0.21 0.41 0.47
0.25 0.68 0.37
0.05 0.33 -1.78
0.46 -0.50 0.37
1.54 0.43 -0.24
-0.64 -0.39 0.02
0.90 0.70 0.66
-1.54 -0.19 -0.79
1.25 0.50 0.76
-1.59 0.08 -0.17
0.72 -0.28 -0.41
0.25 0.13 0.47
-0.10 -0.41 -0.90
0.47 -0.35 0.30
0.14 0.02 -0.09
0.31 0.13 0.24
0.38 -0.93 -0.01
0.20 1.90 2.13
0.48 -0.45 -0.87
-0.05 0.32 -0.35
-0.11 -0.18 0.30
0.43 -0.47 0.62
-0.67 0.61 -0.36
-0.11 0.76 -1.19
-0.60 -0.27 0.60
0.33 -0.23 -0.15
-0.35 -0.13 0.93
0.22 -0.07 -0.24
0.59 -0.06 -0.81
-0.68 -0.60 -0.54

- Net charge: +1
- Strongest force on any atom: 4.23 eV/A
- E_tot: -68796.92680 eV
- Energy relative to the best compared isomer or geometry (same formula, charge and spin): 47.91 kcal/mol

Mulliken atomic charge list, values in e, 5 entries: 0.7261, -0.7301, -0.3586, 0.6361, -0.7335

***

(4)
Computed, not measured: an isolated molecule of C3H5Cl, with ωB97M-V/def2-TZVPD.

Geometry (Å):
Cl -2.17009 -0.09743 -0.06133
C -0.58152 -0.13098 0.51964
C 0.36582 0.83026 -0.09677
C 0.46898 -0.64528 -0.40416
H -0.34389 -0.34179 1.81787
H 1.12193 1.32780 0.57183
H -0.26855 1.43714 -0.89863
H 0.09646 -1.10221 -1.33910
H 1.31086 -1.27752 -0.10935

Cartesian forces, eV/Å:
-1.49 -0.18 0.04
2.64 -1.05 5.00
-1.02 1.59 -1.49
0.12 -1.12 -0.88
-1.29 0.56 -4.24
-0.93 -0.47 -1.12
2.16 -0.87 1.74
0.03 0.95 0.31
-0.23 0.59 0.65

- SMILES: ClC1CC1
- Strongest force on any atom: 5.75 eV/A
- E_tot: -15712.39265 eV
- Energy relative to the best compared isomer or geometry (same formula, charge and spin): 33.52 kcal/mol

Mulliken atomic charge list, values in e, 5 entries: -0.1906, 0.1625, -0.5043, -0.6077, 0.2409